Below is the molecule C15H22N2O3 at a distorted geometry, with properties calculated with ωB97M-V with the def2-TZVPD basis set.

The HOMO energy comes out at -9.22 eV. The SMILES is CC[C@H](C)[C@H](N)C(=O)N[C@@H](Cc1ccccc1)C(=O)O. The value obtained for the lowest unoccupied orbital energy is 0.50 eV. The calculation puts the energy relative to the best compared isomer or geometry (same formula, charge and spin) at 420.1 kJ/mol. The max |F| is 6.3 eV/A. As for the calculated total energy: -25032.261 eV. As for the HOMO-LUMO gap: 0.3574 Ha.

Element x y z (Å)
C1 -3.585 1.306 -0.739
C2 -3.762 -0.226 -0.955
C3 -2.842 -1.100 -0.097
C4 -3.088 -0.979 1.497
C5 -1.387 -0.812 -0.492
N1 -1.113 -1.716 -1.550
C6 -0.443 -1.114 0.644
O1 -0.321 -2.267 1.039
N2 0.395 -0.128 1.219
C7 0.671 1.237 0.681
C8 1.596 1.288 -0.601
C9 2.830 0.534 -0.261
C10 2.801 -0.818 -0.243
C11 4.029 -1.524 -0.052
C12 5.259 -0.783 0.117
C13 5.302 0.558 0.024
C14 4.117 1.244 -0.263
C15 -0.529 2.025 0.495
O2 -0.710 2.775 -0.347
O3 -1.483 1.855 1.415
H1 -4.118 1.649 0.131
H2 -3.866 1.851 -1.769
H3 -2.620 1.668 -0.887
H4 -3.334 -0.508 -1.951
H5 -4.790 -0.438 -0.924
H6 -2.870 -2.207 -0.197
H7 -4.192 -1.148 1.580
H8 -2.628 -1.870 1.897
H9 -2.744 -0.083 1.896
H10 -1.424 0.209 -0.960
H11 -0.335 -1.475 -2.072
H12 -1.047 -2.650 -1.143
H13 1.240 -0.492 1.645
H14 1.294 1.701 1.368
H15 0.857 0.762 -1.309
H16 1.520 2.344 -0.922
H17 1.883 -1.370 -0.309
H18 3.887 -2.613 -0.147
H19 6.243 -1.191 0.379
H20 6.145 0.932 0.484
H21 4.270 2.266 -0.551
H22 -1.105 1.307 2.226

Here are the Löwdin charges for atoms 1 to 4, given in e: -0.08 -0.20 -0.29 -0.03